Record 1
Here is a cluster of 2 separate species, C4H5NO5PS2 in total at a distorted geometry from OMol25. Energies are from wB97M-V/def2-TZVPD.

Each line ends with the Löwdin spin population.
Cartesian coordinates (Å):
C  0.483  2.857  -0.740  0.14
C  -0.667  2.153  -0.982  -0.03
C  1.026  0.742  -1.260  0.03
C  0.557  -1.991  0.717  0.01
N  -0.305  0.910  -1.561  0.17
O  -1.968  2.467  -1.054  -0.02
O  1.682  -0.231  -1.469  0.08
O  1.490  1.914  -0.719  0.01
O  -1.893  0.889  1.442  0.16
O  0.000  -0.849  1.267  0.12
P  -1.656  -0.508  1.076  0.40
S  -2.937  -1.958  1.542  0.26
S  -1.421  -0.213  -2.206  0.66
H  0.786  3.749  -0.082  0.01
H  1.548  -2.059  1.042  0.00
H  0.466  -1.712  -0.325  0.01
H  0.044  -2.809  1.112  0.00
H  -2.400  1.616  -1.341  0.00

Values from the calculation:
net charge: -1
gap between HOMO and LUMO (spin up / spin down): 5.35 / 4.94 eV
HOMO level (spin up / spin down): -2.39 / -4.60 eV
<S²>: 2.020
multiplicity: 3
molecular weight: 242.19 g mol⁻¹

Record 2
Here is the molecule C4H5NOS2 at a distorted geometry from OMol25. Energies are from wB97M-V/def2-TZVPD.

Each line ends with the Löwdin charge.
Cartesian coordinates (Å):
C  1.749  0.658  0.105  -0.72
C  -0.008  -0.940  -0.168  -0.21
C  -1.668  -0.929  0.142  -0.35
C  -2.013  0.442  0.655  -0.41
H  1.948  1.707  0.066  0.05
H  0.356  -1.602  0.611  0.10
H  0.111  -1.242  -1.232  0.14
H  -2.028  0.702  1.749  0.10
H  -3.040  0.656  0.056  0.14
N  0.445  0.368  -0.071  -0.49
O  -2.505  -1.788  -0.234  0.06
S  2.867  -0.534  0.070  0.63
S  -0.916  1.542  -0.276  0.95

Values from the calculation:
net charge: 0
SMILES: O=C1CSN(C=S)C1
gap between HOMO and LUMO: 8.43 eV
HOMO level: -8.67 eV
energy above the lowest of the compared OMol25 structures with the same formula, charge and spin: 2.088 eV
multiplicity: 1
molecular weight: 147.22 g mol⁻¹

Record 3
Here is the molecule C4H5NOS2 from OMol25. Energies are from wB97M-V/def2-TZVPD.

Each line ends with the Löwdin charge.
Cartesian coordinates (Å):
C  -2.341  0.012  1.987  -0.06
C  -1.193  0.410  1.442  -0.50
C  0.178  0.920  -0.819  -0.59
C  2.433  -1.191  -1.579  -0.63
H  -2.722  0.498  2.892  0.06
H  -2.896  -0.836  1.596  0.06
H  -0.597  1.207  1.854  0.06
H  -0.039  1.895  -0.348  0.09
H  2.860  -2.126  -1.968  0.08
N  0.811  0.935  -1.915  -0.34
O  2.797  -0.689  -0.560  -0.03
S  -0.464  -0.457  0.074  0.92
S  1.173  -0.578  -2.657  0.88

Values from the calculation:
net charge: 0
SMILES: C=CS/C=N\SC=O
gap between HOMO and LUMO: 9.68 eV
HOMO level: -9.07 eV
energy above the lowest of the compared OMol25 structures with the same formula, charge and spin: 1.863 eV
multiplicity: 1
molecular weight: 147.22 g mol⁻¹

Record 4
Here is the molecule C4H5NOS2 at a distorted geometry from OMol25. Energies are from wB97M-V/def2-TZVPD.

Each line ends with the Löwdin charge.
Cartesian coordinates (Å):
C  0.163  0.807  -0.139  -0.56
C  -0.345  -0.458  -0.162  -0.41
C  1.840  -1.005  0.228  -0.42
C  -1.666  -0.875  -0.129  -0.55
H  -0.110  2.808  0.106  0.11
H  -1.585  1.919  -0.108  0.01
H  1.839  -1.065  1.315  0.09
H  2.657  -1.520  -0.274  0.10
H  -1.758  -1.961  -0.270  0.07
N  -0.569  1.925  -0.058  0.11
O  0.635  -1.468  -0.311  -0.12
S  1.934  0.799  -0.167  0.98
S  -3.034  0.094  -0.031  0.60

Values from the calculation:
net charge: 0
SMILES: NC1=C(C=S)OCS1
gap between HOMO and LUMO: 7.49 eV
HOMO level: -7.83 eV
energy above the lowest of the compared OMol25 structures with the same formula, charge and spin: 1.065 eV
multiplicity: 1
molecular weight: 147.22 g mol⁻¹